DFT (ωB97M-V with the def2-TZVPD basis set) results for 4 unconnected molecules or ions with the total composition C26H58NO12 at a distorted geometry.

Total charge = -1
HOMO level = -4.3783 eV
LUMO energy = 1.7 eV

The geometry in XYZ format:
```
97
Properties=species:S:1:pos:R:3:forces:R:3
C -5.865438 8.547062 2.591558 0.0314 0.4436 -0.4898
C -7.121641 9.094965 1.813026 -0.4518 -0.4031 0.7549
C -7.614047 8.101059 0.700562 0.3025 0.0269 -0.2959
C -6.622947 7.987765 -0.537454 -0.9604 -0.4044 -0.3999
C -5.673688 6.751581 -0.458380 -0.4037 0.4203 0.8758
N -4.577179 6.746385 -1.456514 -1.5889 -1.2251 0.0002
O -3.969671 7.999543 -1.611068 1.8308 0.5862 -0.2836
C -2.613129 7.993340 -1.171665 0.2621 0.7672 1.6838
C -2.633943 8.226718 0.404084 0.0936 0.1377 -0.9209
C -6.471306 5.383384 -0.672283 -1.3692 -0.4344 -1.4192
O -6.103472 4.432094 0.050507 0.5409 0.2045 0.3147
O -7.389467 5.324540 -1.558509 1.4687 0.8548 1.3375
H -4.965368 8.758560 1.967801 -0.5123 -0.4911 0.5556
H -5.698487 9.045521 3.581421 -0.3023 -0.2869 -0.8090
H -5.963396 7.446953 2.766811 0.1333 0.8822 -0.2059
H -6.933659 10.119665 1.385559 -0.0239 -0.9746 0.3221
H -7.931865 9.226285 2.588722 0.5339 -0.1004 -0.8536
H -8.609939 8.415641 0.283302 0.8723 -0.0693 0.5582
H -7.792317 7.085317 1.150240 0.2692 0.8507 -0.3757
H -7.290140 7.814237 -1.428169 0.8443 0.1584 0.6314
H -6.106699 8.968336 -0.679136 -0.1247 -0.8203 0.1518
H -5.263621 6.696396 0.585812 -0.2291 0.0567 -0.6848
H -3.919490 6.030510 -1.138582 0.1407 0.4690 -0.1718
H -2.049453 7.070172 -1.461019 -0.6307 0.4849 0.1473
H -2.051159 8.862238 -1.605044 -0.8337 -0.6718 -0.0361
H -1.628548 8.497803 0.812713 -0.6691 -0.4792 -0.2884
H -3.058892 7.322427 0.901424 0.3374 0.8751 -0.1561
H -3.293285 9.125351 0.545839 0.4850 -0.9811 0.0601
C -1.124178 -1.793846 0.421633 -0.3158 0.0188 -0.0536
O -2.505631 -1.618484 0.636424 0.1804 0.1157 0.0624
C -2.874452 -1.890286 1.981948 -0.2701 -0.0726 -0.4746
C -4.230459 -1.281821 2.297387 0.0566 0.2459 0.2608
O -4.165278 0.106584 2.595656 0.1538 -0.2502 -0.0929
C -3.971737 0.977751 1.476176 -0.3095 0.1854 0.0979
C -5.214483 1.136804 0.620044 0.4344 0.0318 -0.4371
O -5.337090 0.037442 -0.282038 -0.1096 -0.3673 0.1612
C -6.639711 -0.054628 -0.819784 0.2689 0.0309 -0.0392
H -0.823891 -2.823584 0.651341 0.1406 0.0070 0.0512
H -0.914960 -1.591131 -0.628657 -0.0790 -0.0200 0.0257
H -0.550153 -1.088195 1.032480 0.1137 -0.0706 0.0665
H -2.122745 -1.485854 2.670141 -0.0228 0.0076 0.0627
H -2.927544 -2.981428 2.098122 0.0443 -0.0395 0.2125
H -4.605035 -1.753422 3.210753 0.0803 0.0247 0.0230
H -4.959851 -1.482350 1.509881 0.1927 -0.0206 -0.1823
H -3.106884 0.672312 0.884799 -0.1275 -0.1154 -0.1287
H -3.737386 1.952433 1.910009 -0.1159 -0.0509 0.0453
H -5.132490 2.051945 0.023810 -0.2023 0.1895 0.2593
H -6.098873 1.199936 1.263535 0.0259 0.0944 0.0081
H -7.368116 -0.246188 -0.023421 -0.1153 0.1173 -0.0276
H -6.659373 -0.896409 -1.514045 0.0825 0.0317 0.0250
H -6.902620 0.859482 -1.359695 -0.1417 0.0345 0.0688
C 6.484957 -3.902020 1.002693 -0.1485 -0.0019 0.2112
O 5.763646 -3.208123 1.999691 -0.0522 0.0774 -0.1917
C 6.262436 -1.892977 2.201151 -0.2176 -0.4031 0.3280
C 5.232895 -1.038651 2.919345 0.0537 0.2367 -0.1983
O 4.227103 -0.527344 2.049779 0.0358 -0.2125 0.0634
C 3.239218 -1.462684 1.622381 -0.1328 0.2930 0.0457
C 2.237131 -1.811047 2.709511 0.2249 -0.4788 -0.0992
O 2.772561 -2.804230 3.575309 0.0829 0.1375 0.1645
C 2.056377 -2.887462 4.789652 0.1873 -0.0674 -0.1784
H 7.543410 -3.982799 1.275526 0.0576 0.0198 -0.1170
H 6.066346 -4.903737 0.914444 -0.0121 0.0618 0.0337
H 6.381403 -3.397342 0.036598 0.1396 -0.0105 -0.0617
H 6.514709 -1.431479 1.239556 0.0125 0.0714 0.0154
H 7.167460 -1.970509 2.818040 0.1134 0.1911 -0.0536
H 5.744415 -0.157033 3.314890 -0.0091 0.0079 -0.0963
H 4.791268 -1.561598 3.769609 0.0492 -0.2155 -0.1093
H 3.699353 -2.354118 1.192842 -0.0412 -0.1214 0.2055
H 2.698515 -0.959154 0.816705 0.0152 0.0677 0.0815
H 1.329636 -2.222092 2.249745 -0.1041 0.1837 -0.0340
H 1.982775 -0.908953 3.278295 -0.0245 0.0399 -0.0669
H 2.134494 -1.945652 5.343715 -0.1619 0.0241 0.0308
H 2.503983 -3.678724 5.391572 -0.0051 0.0040 -0.0984
H 1.005326 -3.131479 4.605282 -0.0776 0.0695 0.0910
C 9.102698 -7.928088 -4.301301 -0.2490 -0.0034 -0.0562
O 7.719122 -7.749013 -4.085313 0.1271 0.1870 0.0673
C 7.351018 -8.012185 -2.737577 -0.2387 -0.0832 -0.4803
C 5.996853 -7.399614 -2.427351 0.0968 0.0860 0.2761
O 6.066021 -6.005768 -2.138799 0.0528 -0.0847 -0.1837
C 6.264263 -5.148107 -3.260433 -0.2003 0.1367 0.2265
C 5.021587 -4.994057 -4.120572 0.3316 -0.2300 -0.3507
O 4.897220 -6.095046 -5.010901 -0.1224 -0.1084 0.1372
C 3.595880 -6.192755 -5.552453 0.2379 -0.0762 0.0320
H 9.402479 -8.955566 -4.066689 0.1175 0.0224 0.0474
H 9.309553 -7.732007 -5.353051 -0.0851 -0.0242 0.0286
H 9.679230 -7.220523 -3.696199 0.1052 -0.0835 0.0692
H 8.103225 -7.604690 -2.052472 -0.0295 -0.0054 0.0656
H 7.295875 -9.101481 -2.613803 0.0328 -0.0210 0.2214
H 5.620155 -7.862719 -1.511523 0.0736 0.0598 0.0196
H 5.267343 -7.603937 -3.212964 0.1851 -0.0196 -0.1601
H 7.129651 -5.459740 -3.847546 -0.1476 -0.1028 -0.1620
H 6.500563 -4.169749 -2.833565 -0.0797 -0.0414 0.0503
H 5.108084 -4.082188 -4.725253 -0.0783 0.1485 0.1442
H 4.136371 -4.923975 -3.477700 0.0310 0.0626 0.0418
H 2.865145 -6.377674 -4.757737 -0.1052 0.1171 -0.0392
H 3.579071 -7.039489 -6.238828 0.0777 0.0608 0.0223
H 3.334357 -5.283331 -6.102362 -0.1293 0.0236 0.0197
```
Positions in Å, forces in eV/Å.

***

DFT (ωB97M-V with the def2-TZVPD basis set) results for 8 unconnected molecules or ions with the total composition C26H58O13S8 at a distorted geometry.

HOMO level = -8.8586 eV
LUMO energy = 0.4 eV

The geometry in XYZ format:
```
105
Properties=species:S:1:pos:R:3:forces:R:3
C 3.257215 -3.748017 -0.384560 -0.2989 2.1404 -0.1727
C 3.385386 -5.114706 -0.969411 1.0341 -1.7209 -1.1894
C 2.072000 -5.496414 -1.660740 -0.2563 0.2759 1.0601
S 0.831225 -5.001522 -0.374748 0.8291 0.9123 -0.0863
O 0.566034 -6.021709 0.626617 0.2011 -0.1473 -0.9575
O -0.308266 -4.357495 -1.007169 0.3180 -0.1453 0.0302
C 1.958481 -3.805295 0.484007 0.0530 -1.0069 -0.8925
H 3.160636 -3.007243 -1.224303 -0.4018 -0.5217 0.6513
H 4.161074 -3.314858 0.141421 -1.0195 -1.0116 -0.1287
H 3.541081 -5.837765 -0.181561 0.3575 -0.3012 0.3320
H 4.205800 -5.251259 -1.727877 -0.5725 0.3331 0.8675
H 1.896393 -6.537849 -1.889976 0.2552 -0.3382 0.1480
H 2.014088 -4.930911 -2.578240 -0.7390 0.4289 -0.1165
H 2.128494 -4.416521 1.393714 -0.0604 1.0116 -0.1297
H 1.393858 -2.865509 0.534128 0.4861 -0.2555 0.5379
C 3.609777 -0.239544 4.095953 0.3191 0.1644 2.6418
C 4.134091 -0.485282 2.698910 1.5785 -0.8100 -1.1156
C 3.870260 0.736747 1.805443 1.0105 0.4624 1.2113
S 2.948080 1.938611 2.787709 1.2925 0.0206 -0.8217
O 1.791241 2.302490 2.011940 -0.5508 0.5915 0.2324
O 3.838876 2.968823 3.266445 -0.2266 -0.0573 0.1289
C 2.524054 0.840642 4.099175 -0.9867 -1.6513 -1.8064
H 4.362131 0.085725 4.909182 -0.6331 -0.5206 -1.6524
H 3.166102 -1.159230 4.508226 0.1775 0.2634 -0.1252
H 3.697670 -1.442189 2.272069 0.2996 1.3289 0.3324
H 5.256117 -0.617820 2.676479 -1.1957 -0.1937 0.3684
H 3.354805 0.485140 0.927550 -1.0631 -0.2031 -0.9822
H 4.777457 1.276250 1.515554 -0.0764 -0.1059 0.1645
H 1.570461 0.428775 3.676606 0.5328 0.1579 0.7407
H 2.394479 1.280476 5.049826 -0.2670 0.7893 0.7914
C -1.966596 1.824662 3.019608 1.9289 1.0709 -2.3593
C -3.404674 1.943168 2.543238 -0.8318 2.8328 0.4764
C -3.537563 2.341810 1.025470 -0.4809 -1.6375 0.7436
S -1.880309 2.512007 0.427398 -0.3225 0.0081 0.7702
O -1.400754 3.866581 0.587822 -0.0018 -0.0074 -0.0585
O -1.764279 1.870925 -0.857437 0.1665 0.0160 -0.3691
C -1.161235 1.482422 1.714954 -1.7399 -1.1293 -0.2096
H -1.724572 1.214091 3.875765 -0.3317 -0.5416 -0.0187
H -1.496817 2.814828 3.214579 -0.8567 -0.2645 0.3954
H -3.873025 2.785152 3.127935 0.3602 -0.6991 -0.4931
H -4.040141 1.136508 2.740521 -0.4358 -1.6552 0.2535
H -4.191784 3.175979 0.975341 0.0591 1.2347 -0.4315
H -4.033195 1.559556 0.408319 0.6589 0.1803 0.5675
H -0.147768 1.754240 1.717462 1.3790 0.0900 0.3128
H -1.314988 0.456218 1.317491 0.1419 0.4418 0.4240
C -2.037922 -4.101899 1.677269 -1.5425 1.6753 0.8056
C -3.397488 -4.603824 1.125557 0.0282 2.5715 0.0223
C -4.419884 -3.384815 1.239912 -0.1328 -0.4007 1.1590
S -3.462709 -1.879161 1.514405 -0.1356 0.3053 1.1669
O -3.605579 -1.445947 2.920196 0.1474 -0.4590 -1.7360
O -3.659072 -0.898700 0.452060 -0.3729 -0.1611 0.4675
C -1.870560 -2.574920 1.271172 -0.5484 -2.0970 1.8861
H -1.227835 -4.700111 1.367894 0.7977 -0.5823 -0.3645
H -2.185034 -4.211152 2.741254 0.6289 0.3431 0.6339
H -3.716613 -5.485154 1.679960 -0.1389 0.0001 -0.5341
H -3.269249 -4.665590 0.065591 -0.2468 -1.1287 -0.6419
H -5.175687 -3.436484 2.059573 0.7646 -0.0612 -0.4480
H -4.950538 -3.180251 0.329485 -0.2083 -0.2904 -0.6125
H -1.213457 -1.958920 1.861013 0.5472 -0.0638 0.2807
H -1.634254 -2.542723 0.257566 0.3688 0.2709 -1.7681
C 1.700005 5.871416 0.677989 0.5572 1.7742 -0.4485
C 2.786778 6.133860 1.734149 -0.5607 -2.2944 -0.4728
C 4.058337 6.108594 0.933728 1.0049 1.3660 -0.3190
S 3.878231 4.906318 -0.382168 -1.3460 -0.3420 0.0565
O 4.444806 3.683664 0.129210 0.7069 -0.4084 -0.4628
O 4.156473 5.413965 -1.709083 0.6091 -0.0466 0.6051
C 2.112781 4.746210 -0.232288 -0.4670 1.0387 -1.0493
H 1.486441 6.842944 0.170503 0.3111 -0.7672 -0.0825
H 0.847307 5.657069 1.217053 -2.1826 -0.7551 0.7556
H 2.743755 5.339062 2.528486 0.3074 0.5736 -0.8412
H 2.519729 7.043219 2.190600 0.2976 1.3258 0.6389
H 4.922495 5.803728 1.492863 0.4988 -0.1025 0.2048
H 4.260953 7.079675 0.443994 -0.1098 -0.3769 0.2393
H 1.901468 3.843862 0.260989 -0.0818 -1.3641 0.5922
H 1.643903 4.733761 -1.236093 0.3508 0.2043 0.5671
C -1.904728 3.038384 -3.845110 1.7533 -0.8733 -0.7372
S -1.200357 1.892537 -5.119447 -0.5686 0.4154 0.8621
O -0.953817 0.635417 -4.345195 0.1436 0.0686 -0.1224
C -2.745864 1.633602 -5.973965 -0.5081 -0.2803 0.0852
H -2.571185 2.448766 -3.285429 -0.8790 -0.8953 0.7359
H -2.391459 3.917825 -4.190811 -0.0564 0.7829 -0.6052
H -1.029447 3.210157 -3.237367 0.0310 0.5364 0.3765
H -2.721858 2.082858 -6.946706 -0.0284 0.3269 -0.5099
H -3.581416 1.997324 -5.390365 -0.1369 0.2396 0.0604
H -2.893322 0.568853 -6.072531 0.2468 -0.3866 -0.1350
C 1.365724 1.341228 -1.073589 0.4031 0.7283 -0.8758
S 1.526351 -0.473574 -1.285866 0.0768 0.6615 -0.1835
O 1.705728 -0.923710 0.132760 0.3018 -0.0150 0.4729
C -0.133182 -0.959458 -1.690233 0.3684 -1.0785 0.5634
H 2.359200 1.817240 -1.194251 -0.0539 -0.7437 0.6477
H 0.980254 1.446620 -0.057320 0.1238 0.1509 -0.2696
H 0.816153 1.959855 -1.811587 -0.4530 -1.0757 0.2947
H -0.257955 -2.040245 -1.438786 0.4984 0.6677 -0.3302
H -0.239558 -0.798877 -2.742692 -0.5690 0.3426 -0.5799
H -0.791958 -0.417688 -1.044148 -0.6779 0.6110 -0.0052
C -3.857827 -1.424226 -2.669045 0.4187 -1.0401 -0.5038
S -3.131128 -3.060466 -2.232380 -0.9943 0.1805 -1.1807
O -4.307548 -3.957833 -1.996176 0.1396 0.2199 0.3596
C -2.521859 -3.477610 -3.864491 0.8862 1.6563 -0.2896
H -4.377847 -1.219746 -1.750335 -0.5159 0.4789 0.0739
H -4.497841 -1.591898 -3.559548 0.1925 0.2127 0.6935
H -3.084293 -0.673345 -2.857162 -0.0091 -0.1619 0.0439
H -3.166051 -3.536074 -4.752035 -0.3384 0.0264 0.7581
H -1.882435 -4.303541 -3.777760 0.4076 -1.7390 0.2125
H -1.769505 -2.700719 -4.032061 -0.1455 0.4055 -0.2782
```
Positions in Å, forces in eV/Å.

***

Per-record molar mass, u: 576.7; 835.3
Per-record gap between HOMO and LUMO, eV: 6.120; 9.250
Per-record E, eV: -53956.79395; -141196.58678